1.
Computed, not measured: a 3-piece molecular cluster, C20H43N4O7 overall, with ωB97M-V/def2-TZVPD.

Element x y z (Å)
C (5.9439, 0.5759, 2.4995)
C (4.9062, 1.7017, 2.5724)
O (4.2876, 1.9663, 1.3086)
C (3.3500, 1.0057, 0.9123)
C (1.9583, 1.5173, 1.2694)
O (1.0374, 0.6017, 0.6028)
N (-0.2407, 0.7093, 1.0137)
C (-1.1438, 1.6872, 0.9362)
C (-0.8763, 3.0403, 0.3878)
C (-0.5577, 4.0638, 1.4960)
C (-1.8351, 4.5988, 2.1661)
C (-1.5087, 5.2331, 3.5068)
O (-1.3199, 6.3994, 3.6758)
O (-1.4017, 4.3618, 4.5529)
N (-2.2982, 1.2402, 1.4320)
C (-2.1002, -0.0273, 1.7882)
N (-3.0309, -0.8958, 2.2709)
N (-0.8282, -0.3842, 1.5429)
C (-0.1352, -1.6477, 1.7728)
C (0.6032, -1.6469, 3.0986)
O (-0.3702, -1.5595, 4.1244)
H (5.7876, -0.1748, 3.2750)
H (5.8796, 0.0705, 1.5330)
H (6.9569, 0.9651, 2.5918)
H (5.3682, 2.6485, 2.8475)
H (4.1310, 1.4790, 3.3178)
H (3.3915, 0.8889, -0.1744)
H (3.5362, 0.0199, 1.3551)
H (1.8360, 2.5210, 0.8598)
H (1.7582, 1.5265, 2.3448)
H (-0.0653, 2.9791, -0.3406)
H (-1.7805, 3.3446, -0.1451)
H (-0.0037, 4.8951, 1.0587)
H (0.0918, 3.6017, 2.2476)
H (-2.2834, 5.3697, 1.5396)
H (-2.5658, 3.7932, 2.2986)
H (-1.6343, 3.4695, 4.2729)
H (-3.5199, -1.4955, 1.6253)
H (-3.2022, -0.9903, 3.2554)
H (-0.9208, -2.4029, 1.7737)
H (0.5466, -1.8294, 0.9425)
H (1.1724, -2.5792, 3.1681)
H (1.3032, -0.8049, 3.1441)
H (0.0108, -1.1458, 4.9042)
C (-5.9586, -1.3084, -1.6861)
C (-4.4573, -1.5150, -1.7703)
O (-3.9898, -2.7062, -1.1568)
C (-4.5002, -3.9229, -1.6928)
C (-4.1788, -4.1336, -3.1602)
H (-6.2971, -1.3434, -0.6496)
H (-6.2207, -0.3360, -2.1035)
H (-6.5074, -2.0651, -2.2468)
H (-3.9466, -0.7184, -1.2221)
H (-4.1188, -1.4442, -2.8095)
H (-5.5794, -3.9909, -1.5222)
H (-4.0322, -4.7036, -1.0934)
H (-4.6516, -3.3864, -3.7983)
H (-4.5435, -5.1110, -3.4762)
H (-3.1017, -4.0968, -3.3289)
C (0.9952, -0.9368, -3.4474)
C (2.3493, -0.4357, -2.9718)
O (3.3268, -1.4438, -2.8240)
C (3.6718, -2.1576, -4.0054)
C (4.2335, -1.2866, -5.1135)
H (0.6165, -1.7144, -2.7811)
H (0.2797, -0.1128, -3.4675)
H (1.0425, -1.3519, -4.4541)
H (2.2447, -0.0119, -1.9700)
H (2.7075, 0.3701, -3.6225)
H (2.8143, -2.7350, -4.3678)
H (4.4239, -2.8747, -3.6785)
H (3.5022, -0.5694, -5.4886)
H (4.5356, -1.9136, -5.9525)
H (5.1067, -0.7347, -4.7640)

Computed properties:
* LUMO energy: -2.87 eV
* frontier orbital gap: 9.01 eV
* charge: +1
* energy: -1533.2185 Eh

2.
Computed, not measured: a 5-piece molecular cluster, C20H43N5O10S overall, with ωB97M-V/def2-TZVPD.

Element x y z (Å)
C (3.6925, -0.2603, 1.7603)
C (2.8519, 0.9134, 2.1582)
O (3.3912, 2.1369, 1.7058)
C (2.5130, 2.9330, 0.9517)
C (1.6673, 3.8656, 1.7799)
C (0.5350, 3.3142, 2.6037)
O (0.8844, 2.6830, 3.8290)
C (0.0100, 1.6952, 4.0612)
O (-0.1665, 1.1910, 5.1295)
O (-0.5984, 1.3257, 2.9200)
C (-0.6200, 2.4579, 2.0841)
N (-1.8424, 3.1629, 2.4818)
S (-0.8478, 2.1497, 0.2807)
C (-0.1851, 0.5604, -0.0926)
O (-2.2515, 2.0694, 0.0397)
O (-0.2425, 3.1938, -0.4885)
H (4.7397, -0.0695, 1.8573)
H (3.4608, -0.5583, 0.7564)
H (3.4066, -1.0843, 2.3814)
H (2.8090, 0.9490, 3.2311)
H (1.8449, 0.7374, 1.8206)
H (1.9548, 2.3298, 0.2622)
H (3.1483, 3.5548, 0.3526)
H (1.2883, 4.6743, 1.2002)
H (2.3395, 4.3099, 2.4875)
H (0.0359, 4.2041, 2.9263)
H (-2.0693, 3.8599, 1.7872)
H (-2.5922, 2.4881, 2.5081)
H (0.8084, 0.6298, -0.4687)
H (-0.2584, -0.0498, 0.7793)
H (-0.8297, 0.1203, -0.8170)
C (2.6036, -1.4789, -4.8352)
N (1.8620, -1.3834, -3.5907)
C (0.4085, -1.5741, -3.6440)
C (2.4898, -1.1319, -2.4463)
O (1.9758, -0.9625, -1.3470)
H (2.2425, -0.7271, -5.5343)
H (2.4656, -2.4693, -5.2741)
H (3.6648, -1.3198, -4.6526)
H (-0.0945, -0.6903, -3.2650)
H (0.1183, -2.4248, -3.0353)
H (0.1151, -1.7448, -4.6729)
H (3.5832, -1.0460, -2.5816)
C (-1.9758, -5.6803, -0.2829)
N (-1.2545, -4.4306, -0.4549)
C (-0.0191, -4.2155, 0.2836)
C (-1.6833, -3.4666, -1.2695)
O (-1.1016, -2.4068, -1.4559)
H (-2.2667, -5.8016, 0.7587)
H (-1.3401, -6.5180, -0.5787)
H (-2.8701, -5.6813, -0.9012)
H (-0.1138, -3.3352, 0.9190)
H (0.8059, -4.0447, -0.4080)
H (0.1913, -5.0853, 0.8984)
H (-2.6270, -3.7173, -1.7822)
C (-0.7064, 3.9495, -5.0874)
N (-0.0152, 2.6834, -4.9389)
C (1.0123, 2.5507, -3.9150)
C (-0.2888, 1.6236, -5.7085)
O (0.2672, 0.5437, -5.6084)
H (0.0077, 4.7396, -5.3265)
H (-1.2198, 4.2051, -4.1592)
H (-1.4387, 3.8832, -5.8881)
H (1.9648, 2.2876, -4.3765)
H (0.7425, 1.7592, -3.2154)
H (1.1145, 3.4879, -3.3769)
H (-1.0836, 1.8132, -6.4499)
C (-3.6865, -1.2298, 5.6615)
N (-3.1222, -1.9232, 4.5198)
C (-1.8236, -1.5065, 4.0117)
C (-3.7533, -2.9328, 3.9150)
O (-3.3195, -3.5409, 2.9534)
H (-3.8168, -0.1715, 5.4295)
H (-3.0212, -1.3220, 6.5213)
H (-4.6536, -1.6564, 5.9166)
H (-1.9179, -1.1969, 2.9704)
H (-1.1237, -2.3419, 4.0585)
H (-1.4469, -0.6824, 4.6048)
H (-4.7289, -3.1736, 4.3721)

Computed properties:
* LUMO energy: 0.60 eV
* frontier orbital gap: 9.41 eV
* energy: -2212.1987 Eh

3.
Computed, not measured: a 8-piece molecular cluster, C20H43O29PS7 overall, with ωB97M-V/def2-TZVPD.

Element x y z (Å)
O (-1.8404, -2.3316, 2.5191)
S (-0.7584, -1.5271, 2.9661)
O (-0.6785, -0.1365, 2.7036)
O (0.6139, -2.2216, 2.4830)
C (1.4377, -2.5064, 3.6170)
C (0.4691, -2.7222, 4.7618)
O (-0.5673, -1.7604, 4.5484)
H (2.0802, -1.6410, 3.7982)
H (2.0559, -3.3817, 3.4275)
H (0.9338, -2.5759, 5.7342)
H (0.0211, -3.7183, 4.7197)
O (9.4722, 3.6685, 1.5505)
S (9.2863, 5.0387, 1.2304)
O (10.3004, 5.8259, 0.6316)
O (8.7507, 5.7941, 2.5500)
C (7.4896, 6.4111, 2.2772)
C (6.8578, 5.5538, 1.1990)
O (7.9445, 5.1792, 0.3486)
H (7.6766, 7.4260, 1.9185)
H (6.8837, 6.4528, 3.1800)
H (6.0959, 6.0874, 0.6354)
H (6.4262, 4.6418, 1.6195)
O (-6.9711, -0.6815, -1.4173)
S (-5.8835, 0.1252, -0.9782)
O (-5.8167, 1.5183, -1.2407)
O (-4.5157, -0.5677, -1.4647)
C (-3.6895, -0.8479, -0.3283)
C (-4.6546, -1.0579, 0.8190)
O (-5.6944, -0.0992, 0.6101)
H (-3.0474, 0.0166, -0.1511)
H (-3.0721, -1.7236, -0.5140)
H (-4.1852, -0.9101, 1.7889)
H (-5.1027, -2.0561, 0.7807)
O (-3.3283, 1.5247, 1.9013)
S (-3.5882, 1.2340, 3.2629)
O (-3.3484, -0.0437, 3.8355)
O (-5.1071, 1.6634, 3.5877)
C (-5.1250, 2.6269, 4.6443)
C (-3.8034, 3.3577, 4.5297)
O (-2.8578, 2.3460, 4.1699)
H (-5.2013, 2.0913, 5.5936)
H (-5.9777, 3.2939, 4.5364)
H (-3.5131, 3.8411, 5.4596)
H (-3.8280, 4.0990, 3.7272)
O (-1.7946, 0.1355, -4.6768)
S (-2.9235, -0.6428, -4.3213)
O (-3.2473, -0.9678, -2.9736)
O (-2.8904, -2.0057, -5.1888)
C (-4.0850, -2.1162, -5.9630)
C (-4.5210, -0.6881, -6.2229)
O (-4.2297, 0.0087, -5.0096)
H (-4.8281, -2.6549, -5.3694)
H (-3.8916, -2.6634, -6.8839)
H (-5.5793, -0.6128, -6.4634)
H (-3.9329, -0.2340, -7.0248)
O (-8.0901, -4.5690, 5.6029)
S (-8.3203, -3.2240, 5.2136)
O (-9.3196, -2.4176, 5.8152)
O (-8.5168, -3.1917, 3.6114)
C (-7.5390, -2.3261, 3.0271)
C (-6.3534, -2.3745, 3.9623)
O (-6.9183, -2.4242, 5.2753)
H (-7.9616, -1.3199, 2.9778)
H (-7.2871, -2.6615, 2.0230)
H (-5.7033, -1.5069, 3.8559)
H (-5.7694, -3.2863, 3.8118)
O (-0.9767, 2.1363, -6.8470)
S (-0.8060, 0.8233, -7.3526)
O (-0.9536, -0.3292, -6.5467)
O (0.6194, 0.7588, -8.1117)
C (0.4267, 0.3738, -9.4741)
C (-0.9589, 0.8734, -9.8348)
O (-1.7444, 0.6538, -8.6608)
H (0.4828, -0.7161, -9.5322)
H (1.1995, 0.8097, -10.1043)
H (-1.3845, 0.3445, -10.6849)
H (-0.9511, 1.9466, -10.0416)
C (7.8322, 0.9336, 0.8757)
C (8.6664, -0.3469, 1.1911)
C (8.0663, -1.6280, 0.5059)
O (7.0285, -2.0942, 1.3629)
C (6.0177, -2.8019, 0.6584)
P (4.9475, -1.7532, -0.4884)
C (3.1872, -1.8120, 0.1795)
C (2.4558, -0.4909, -0.2238)
H (8.4871, 1.8212, 1.0153)
H (7.4433, 0.9261, -0.1640)
H (6.9636, 1.0804, 1.5498)
H (9.6936, -0.2121, 0.8034)
H (8.6385, -0.5789, 2.2776)
H (8.9108, -2.3593, 0.4217)
H (7.7402, -1.4180, -0.5356)
H (5.3276, -3.2071, 1.4388)
H (6.3992, -3.6942, 0.1130)
H (5.4614, -0.4285, -0.4046)
H (2.7096, -2.6831, -0.3207)
H (3.1743, -2.0135, 1.2719)
H (2.3679, -0.4812, -1.3316)
H (1.4745, -0.3496, 0.2646)
H (3.1156, 0.3528, 0.0789)

Computed properties:
* LUMO energy: 0.24 eV
* frontier orbital gap: 8.24 eV
* energy: -6098.1955 Eh